1.
The following is a DFT calculation (ωB97M-V/def2-TZVPD) of C13H21AsBrF3N3O4S2Se2Te2Ti as an isolated structure.

total charge	-1
highest occupied orbital energy	-4.1	eV
energy	-355588.5016	eV
orbital gap	0.224	hartree
LUMO energy	0.073	Ha
molar mass	1020.3	g/mol
energy above the lowest of the compared OMol25 structures with the same formula, charge and spin	0.000	eV

Structure (XYZ):
```
53
Properties=species:S:1:pos:R:3:forces:R:3
Ti 0.2288 0.9611 0.4111 -0.118 0.138 -0.044
C -0.8916 -3.6785 3.7067 0.001 0.004 0.006
C -0.5407 -2.2998 3.2240 -0.011 -0.028 0.004
C -0.3015 -1.2435 4.1167 0.001 0.035 0.012
C 0.0051 0.0293 3.6726 -0.013 -0.061 -0.043
C 0.0767 0.2002 2.2966 -0.022 0.033 0.043
Br -0.0344 3.2746 1.6048 0.055 -0.051 -0.031
N -0.1549 -0.7900 1.4783 0.003 -0.047 0.017
C -0.4691 -2.0249 1.8713 -0.007 0.054 0.018
H -0.7550 -3.7599 4.7849 -0.005 0.000 0.003
H -0.2632 -4.4301 3.2271 -0.005 -0.008 0.000
H -1.9285 -3.9164 3.4634 0.009 0.007 -0.006
H -0.3743 -1.4418 5.1810 0.015 -0.005 0.001
H 0.1708 0.8554 4.3493 0.007 0.000 0.008
H -0.6725 -2.7694 1.1110 0.007 0.000 -0.015
Se -0.1659 -0.6748 -1.6478 -0.022 -0.011 -0.023
Te -1.1269 0.8134 -3.3754 0.013 -0.034 0.057
Te -2.9467 2.1742 -1.6907 0.036 -0.073 0.038
Se -2.4236 0.8836 0.3483 0.008 0.097 -0.029
S -4.1234 -3.8617 1.6093 0.028 -0.007 0.014
C -3.9467 -3.3117 0.0403 -0.053 0.031 -0.016
N -4.3000 -2.1089 -0.4337 0.103 -0.051 -0.004
C -3.9384 -1.9285 -1.8349 -0.118 0.045 -0.101
C -3.0883 -3.1749 -2.1223 -0.002 0.019 -0.019
N -3.4357 -4.0354 -0.9911 -0.006 -0.014 0.006
H -4.4640 -1.3396 0.1936 0.044 0.016 0.004
H -3.3932 -0.9991 -1.9947 0.077 -0.038 0.083
H -4.8385 -1.9137 -2.4560 -0.002 0.015 0.023
H -2.0262 -2.9261 -2.1255 0.046 0.013 0.009
H -3.3558 -3.6417 -3.0695 0.002 0.009 0.007
H -2.9051 -4.8554 -0.7557 -0.001 0.000 0.007
F 3.9823 -2.0589 0.3930 0.009 -0.009 0.001
C 4.4741 -0.8604 0.7179 -0.022 0.033 0.014
F 5.7393 -0.7985 0.2846 0.017 -0.003 0.000
F 4.4882 -0.7631 2.0508 0.007 -0.005 0.006
S 3.4800 0.4880 -0.0401 -0.035 0.099 -0.033
O 4.0823 1.7048 0.4406 0.061 -0.107 0.024
O 3.5547 0.2345 -1.4508 -0.001 -0.011 0.030
O 2.1718 0.1933 0.5897 0.124 -0.157 0.097
C 2.4305 2.9040 -3.3183 0.010 -0.034 0.028
As 1.5779 3.4562 -1.7009 0.210 0.128 0.192
C 2.8412 4.4346 -0.6515 -0.001 0.101 -0.022
C 0.0607 4.5504 -2.0829 0.049 0.026 0.052
O 1.1924 2.0824 -0.8555 -0.404 -0.186 -0.347
H 2.8218 3.7682 -3.8538 0.007 0.003 0.002
H 1.6947 2.3727 -3.9188 0.003 -0.004 0.000
H 3.2292 2.2207 -3.0291 -0.011 -0.004 -0.021
H 3.3898 5.1472 -1.2673 -0.038 0.011 -0.015
H 3.5147 3.6930 -0.2209 -0.023 0.041 -0.022
H 2.3000 4.9398 0.1461 -0.008 -0.016 0.007
H 0.4103 5.5039 -2.4802 -0.014 0.002 0.012
H -0.4796 4.6859 -1.1470 0.001 0.020 -0.012
H -0.5735 4.0354 -2.7986 -0.009 -0.018 -0.021
```
Positions in Å, forces in eV/Å.

Mulliken population analysis, charges in e, atoms 1 to 8: 0.730 -1.257 0.773 -0.281 -1.037 0.973 -0.610 0.068


2.
The following is a DFT calculation (ωB97M-V/def2-TZVPD) of a 10-piece molecular cluster, C13H21BCl27NO3S overall at a distorted geometry.

highest occupied orbital energy	-8.9	eV
energy	-371069.5842	eV
orbital gap	0.329	hartree
LUMO energy	0.004	Ha
SMILES string	NC[C@@H](S)OCCB(O)O.ClC(Cl)Cl.ClC(Cl)Cl.ClC(Cl)Cl.ClC(Cl)Cl.ClC(Cl)Cl.ClC(Cl)Cl.ClC(Cl)Cl.ClC(Cl)Cl.ClC(Cl)Cl
molar mass	1239.4	g/mol

Structure (XYZ):
```
67
Properties=species:S:1:pos:R:3:forces:R:3
N -3.0457 -1.9777 1.8197 -0.116 0.780 -0.643
C -3.1925 -1.3519 0.4510 -1.117 -0.100 -0.263
C -2.8104 0.2391 0.3645 0.169 -0.008 -1.814
S -4.3388 1.2427 0.8655 0.166 0.202 -0.341
O -1.6754 0.6590 1.1995 -0.361 -0.641 -2.143
C -0.3855 0.5329 0.5048 1.384 -0.140 0.606
C 0.3199 -0.9049 0.8838 0.495 0.587 0.260
B 1.4328 -1.4042 -0.2564 0.948 -1.146 -0.209
O 2.1522 -2.6838 0.0223 -1.557 2.256 -2.731
O 1.7374 -0.6148 -1.5016 -1.699 -2.324 1.289
H -3.9257 -1.9086 2.3761 1.305 0.208 -0.699
H -2.2237 -1.6170 2.3518 -1.224 -0.193 -0.677
H -2.6337 -1.9730 -0.3901 -0.750 1.328 1.872
H -4.3504 -1.4348 0.1727 2.643 0.245 0.491
H -2.5950 0.5261 -0.7664 -0.444 -0.705 2.470
H -4.8347 1.8887 -0.2838 1.143 -0.952 0.856
H -0.4245 0.6885 -0.6543 -0.349 -0.323 2.148
H 0.3157 1.3990 0.9293 -1.644 -1.844 -0.904
H 0.8938 -0.7545 1.9169 -1.277 -0.484 -2.092
H -0.4713 -1.7513 1.0608 1.457 1.594 -0.436
H 2.4516 -3.1043 -0.8490 -0.325 1.070 1.756
H 1.1096 -0.8729 -2.2400 1.111 0.512 1.235
Cl -4.8195 1.1972 -3.1554 0.265 -0.088 -0.058
C -3.3094 1.4743 -4.0401 -0.113 -0.066 -0.084
Cl -1.9457 0.7238 -3.1934 -0.010 0.126 -0.240
Cl -3.4340 0.8508 -5.6940 0.036 0.137 0.243
H -3.1326 2.5517 -4.0907 0.065 -0.515 0.103
Cl -7.1463 4.6697 -3.0055 0.124 0.065 -0.226
C -6.3980 4.9058 -4.5943 -0.219 0.098 0.046
Cl -4.7854 4.1728 -4.6374 -0.266 0.537 -0.208
Cl -7.4232 4.2295 -5.8714 0.188 0.066 0.154
H -6.2930 5.9796 -4.7693 -0.027 -0.378 0.056
Cl -12.2020 7.6750 -6.2745 0.179 -0.163 -0.010
C -10.8321 6.5833 -6.0077 -0.052 -0.088 0.010
Cl -9.3004 7.4656 -6.1310 -0.144 -0.065 -0.024
Cl -10.9673 5.7894 -4.4294 0.043 0.060 -0.232
H -10.8493 5.8132 -6.7832 0.020 0.276 0.274
Cl 3.5339 0.7740 -4.5176 0.001 -0.173 0.114
C 4.3219 -0.5534 -3.6477 0.005 0.113 -0.068
Cl 3.5792 -2.1045 -4.0747 0.071 0.153 0.095
Cl 6.0594 -0.5793 -3.9940 -0.185 -0.001 0.004
H 4.1869 -0.3905 -2.5754 -0.311 -0.030 -0.763
Cl 5.1850 -0.7173 -0.7315 0.389 -0.134 0.780
C 5.3057 -1.1765 0.9757 -0.097 0.001 0.180
Cl 3.8175 -0.7545 1.8400 0.254 0.546 -0.472
Cl 5.6458 -2.9084 1.1315 0.100 0.260 -0.274
H 6.1335 -0.6213 1.4240 -0.284 -0.186 -0.182
Cl 3.4478 -4.7785 5.7701 -0.019 0.140 0.056
C 3.6254 -3.0378 5.4903 0.334 -0.068 -0.302
Cl 4.5335 -2.7371 3.9988 -0.123 -0.509 0.878
Cl 2.0380 -2.2537 5.4210 0.138 -0.093 -0.035
H 4.1847 -2.6100 6.3262 -0.190 -0.327 -0.643
Cl 2.4360 4.7029 -3.5525 0.091 -0.087 -0.201
C 2.8911 4.3440 -5.2269 0.069 0.022 0.036
Cl 1.6768 3.3051 -5.9925 0.147 0.084 0.068
Cl 3.0991 5.8420 -6.1499 0.014 -0.200 0.101
H 3.8447 3.8099 -5.2177 -0.330 0.169 0.002
Cl 3.9363 -8.2394 6.9685 0.171 0.097 -0.109
C 5.4463 -7.9623 6.0837 0.024 0.052 -0.021
Cl 6.8100 -8.7127 6.9304 -0.139 0.128 -0.089
Cl 5.3217 -8.5858 4.4299 0.015 0.131 0.193
H 5.6231 -6.8849 6.0332 -0.078 -0.362 0.014
Cl 3.7928 -1.3366 11.0816 0.098 0.077 -0.242
C 4.5410 -1.1005 9.4928 0.066 0.053 0.166
Cl 6.1536 -1.8335 9.4496 -0.176 0.123 -0.032
Cl 3.5159 -1.7767 8.2157 -0.054 0.484 0.866
H 4.6460 -0.0267 9.3178 -0.051 -0.386 0.042
```
Positions in Å, forces in eV/Å.

Mulliken population analysis, charges in e, atoms 1 to 8: -0.528 -0.661 1.058 -0.259 -0.373 -0.047 -0.139 0.480


3.
The following is a DFT calculation (ωB97M-V/def2-TZVPD) of a 2-piece molecular cluster, C13H21BN2O10S overall.

highest occupied orbital energy	-9.7	eV
energy	-48788.1422	eV
orbital gap	0.325	hartree
LUMO energy	-0.033	Ha
SMILES string	CCOB(O)C1=CC(=O)C(COO)=C(CCCS(=O)(=O)O)C1=O.NC(N)=O
molar mass	408.2	g/mol
energy above the lowest of the compared OMol25 structures with the same formula, charge and spin	0.000	eV

Structure (XYZ):
```
48
Properties=species:S:1:pos:R:3:forces:R:3
C 6.7189 -3.1149 -0.6501 -0.109 0.176 0.062
C 5.2206 -3.0667 -0.8485 0.040 0.033 0.038
O 4.7655 -1.7420 -0.5342 0.079 0.018 -0.161
B 3.5519 -1.3152 -0.9482 -0.049 0.142 -0.129
O 2.7199 -2.1492 -1.6513 0.162 -0.315 0.447
C 3.1481 0.1666 -0.5781 -0.197 0.015 0.047
C 3.6470 0.8318 0.4655 -0.086 0.026 0.064
C 3.1876 2.2303 0.7229 0.075 0.113 -0.117
O 3.9354 3.1029 1.0972 -0.147 -0.163 0.151
C 1.7427 2.5027 0.3977 0.108 -0.083 0.154
C 1.0367 3.4878 1.2836 0.056 0.023 -0.026
O 1.3936 3.3318 2.6473 -0.068 -0.044 0.051
O 1.1150 1.9790 3.0150 -0.019 -0.017 -0.146
C 1.2255 1.8588 -0.6480 0.048 -0.156 -0.001
C -0.1708 1.9478 -1.1869 0.046 0.044 -0.184
C -0.7987 0.5490 -1.2924 -0.055 0.015 -0.172
C -2.3255 0.6082 -1.3542 0.267 -0.045 0.015
S -3.0709 -0.9068 -0.8563 -0.027 0.012 -0.079
O -2.4341 -2.0099 -1.5094 -0.004 -0.033 0.065
O -4.4935 -0.7751 -0.9268 0.052 -0.053 -0.050
O -2.6250 -0.9100 0.6770 -0.050 0.033 -0.026
C 2.1435 0.9201 -1.3938 0.062 0.139 0.064
O 2.0663 0.8117 -2.5978 -0.157 -0.205 0.040
H 6.9739 -3.0240 0.4056 0.021 -0.059 0.004
H 7.1238 -4.0461 -1.0443 0.035 -0.013 0.047
H 7.1757 -2.2737 -1.1714 0.060 -0.076 -0.083
H 4.9579 -3.3027 -1.8799 -0.038 -0.019 0.009
H 4.7071 -3.7709 -0.1909 -0.006 -0.052 -0.060
H 1.7822 -1.9888 -1.5319 -0.070 0.250 -0.359
H 4.3957 0.4090 1.1239 0.143 0.093 -0.067
H 1.3331 4.5132 1.0537 0.008 -0.003 0.025
H -0.0493 3.3974 1.1826 0.020 0.059 -0.091
H 0.1573 1.9905 3.1658 0.013 0.046 0.126
H -0.1223 2.3909 -2.1849 -0.065 0.038 0.005
H -0.7932 2.6011 -0.5761 0.069 -0.003 0.059
H -0.4827 -0.0663 -0.4473 -0.058 0.071 0.078
H -0.4381 0.0684 -2.2005 0.075 -0.109 0.084
H -2.6814 0.7283 -2.3784 -0.084 0.178 0.048
H -2.7373 1.3945 -0.7221 -0.143 -0.053 -0.018
H -2.6672 -1.8192 1.0078 0.038 -0.044 0.052
N -8.4261 -0.5323 2.3900 0.013 -0.029 0.002
C -7.3116 -0.2267 1.6496 -0.003 0.007 0.019
N -6.8387 -1.2342 0.8603 0.026 0.007 0.092
O -6.7862 0.8717 1.7040 0.013 0.006 0.005
H -8.8796 -1.4248 2.3606 -0.009 0.008 -0.009
H -8.7968 0.1894 2.9780 0.004 0.008 -0.006
H -6.0288 -1.0446 0.2916 -0.064 0.003 -0.041
H -7.2673 -2.1390 0.8239 -0.022 0.013 -0.028
```
Positions in Å, forces in eV/Å.

Mulliken population analysis, charges in e, atoms 1 to 8: -1.152 -0.202 -0.404 0.547 -0.530 0.382 -0.502 -0.009


4.
The following is a DFT calculation (ωB97M-V/def2-TZVPD) of C13H21Br30FP2S as an isolated structure.

highest occupied orbital energy	-8.3	eV
energy	-2147223.1079	eV
orbital gap	0.293	hartree
LUMO energy	-0.011	Ha
molar mass	2687.4	g/mol

Structure (XYZ):
```
68
Properties=species:S:1:pos:R:3:forces:R:3
C 1.2043 -0.6294 4.3456 0.388 -0.324 -0.140
C 1.0857 -1.7545 3.3079 -0.314 0.409 -0.153
C 0.7429 -1.1969 1.9140 -0.120 0.052 0.452
P 2.1446 -0.3027 1.1606 0.320 -0.495 0.111
F 3.1143 -1.6665 1.2265 -0.006 0.014 -0.024
P 0.9701 1.6184 0.9339 -0.437 0.093 -0.528
S -0.6277 1.4343 -0.1876 -0.047 -0.083 0.085
H 0.8947 -0.9713 5.3317 0.061 0.029 0.042
H 2.2448 -0.3032 4.4123 -0.056 0.168 0.066
H 0.5867 0.2274 4.0746 -0.063 0.020 0.073
H 1.9930 -2.3507 3.2682 -0.042 -0.101 0.043
H 0.2555 -2.4106 3.5709 0.070 -0.072 0.077
H -0.1109 -0.5281 2.0275 -0.047 -0.002 -0.209
H 0.4344 -1.9923 1.2354 0.214 0.010 -0.123
H 3.0979 0.3467 1.9652 -0.110 0.057 0.065
H 2.3537 -0.2635 -0.2160 -0.251 -0.033 -0.116
H 1.8510 2.5745 0.3830 0.169 0.066 0.374
H 0.7123 2.0897 2.2411 0.191 0.165 -0.010
C -4.1470 1.2761 -2.9370 -0.067 0.038 0.040
Br -3.3965 2.8351 -3.7746 0.030 -0.001 -0.027
Br -3.1907 -0.3223 -3.4126 0.036 -0.019 -0.008
Br -4.2692 1.4947 -1.0309 -0.062 -0.011 -0.028
H -5.1530 1.1628 -3.3176 0.020 -0.031 -0.004
C 5.7584 0.6739 -2.3433 -0.063 -0.096 -0.037
Br 4.8524 1.1756 -3.9627 0.008 -0.003 0.027
Br 4.7499 1.1978 -0.7847 0.154 0.181 -0.036
Br 6.1631 -1.2025 -2.2980 0.044 0.025 -0.025
H 6.6940 1.2130 -2.3146 -0.005 0.010 0.026
C -6.5986 4.3568 -2.4474 0.000 0.006 0.002
Br -5.7887 5.6775 -1.3122 -0.047 -0.025 0.040
Br -8.1107 3.5253 -1.6000 0.003 0.003 -0.010
Br -7.0502 5.0704 -4.1770 0.021 -0.031 0.045
H -5.8580 3.5871 -2.6028 0.036 -0.001 -0.015
C 1.5821 -6.0474 4.0627 -0.001 -0.004 0.036
Br 2.5174 -4.7619 5.1462 -0.032 -0.017 -0.011
Br 0.2684 -7.0095 5.0853 -0.018 0.033 0.000
Br 0.7999 -5.2377 2.5012 0.000 -0.064 -0.019
H 2.3103 -6.7671 3.7184 0.006 0.010 -0.014
C 9.6731 -4.1700 -2.5141 0.000 0.023 0.022
Br 7.7939 -4.4823 -2.2444 -0.002 -0.034 -0.016
Br 10.0036 -2.4305 -3.2666 -0.004 -0.021 0.011
Br 10.6758 -4.4452 -0.8959 -0.013 0.010 -0.017
H 10.0171 -4.8993 -3.2328 -0.003 -0.003 -0.001
C -3.7808 5.5457 2.9419 -0.022 0.035 0.034
Br -5.3645 5.3936 4.0265 0.005 0.022 -0.009
Br -3.6101 4.0582 1.7374 0.101 0.034 -0.047
Br -3.7160 7.2383 2.0190 -0.043 -0.229 0.130
H -2.9333 5.5175 3.6109 -0.003 -0.011 0.006
C -2.2810 -3.1548 5.5584 0.009 -0.024 0.014
Br -4.0908 -3.7380 5.8412 0.024 0.001 -0.005
Br -2.2096 -1.3038 5.0363 -0.102 -0.018 -0.018
Br -1.1798 -3.4886 7.1004 0.020 0.002 -0.042
H -1.8786 -3.7408 4.7431 0.015 0.010 -0.002
C -3.4031 10.4257 -0.7136 0.005 0.017 -0.045
Br -4.1888 11.7528 -1.8637 0.005 -0.010 0.016
Br -3.7908 10.7848 1.1389 -0.003 -0.029 -0.048
Br -3.9264 8.6477 -1.2289 0.017 0.168 -0.117
H -2.3316 10.4930 -0.8331 0.002 0.000 0.008
C 4.3902 -7.2113 -3.3042 0.022 0.013 0.015
Br 4.4442 -5.4114 -3.9799 -0.002 0.008 0.007
Br 6.0778 -8.1055 -3.5372 -0.021 0.008 0.004
Br 3.8152 -7.2538 -1.4688 0.009 0.007 -0.012
H 3.6571 -7.7517 -3.8848 -0.003 -0.001 0.002
C -5.2974 -0.8524 -6.7152 0.055 -0.036 0.010
Br -4.4235 -0.2691 -8.3248 -0.018 -0.004 0.026
Br -6.3190 0.5689 -5.9155 -0.043 0.048 -0.003
Br -6.3778 -2.4144 -7.0161 0.011 0.028 0.004
H -4.5259 -1.1222 -6.0077 -0.004 0.013 0.007
```
Positions in Å, forces in eV/Å.

Mulliken population analysis, charges in e, atoms 1 to 8: -1.397 0.557 -0.742 0.344 -0.426 0.107 -0.352 0.375


5.
The following is a DFT calculation (ωB97M-V/def2-TZVPD) of C13H21CaN3O5Te as an isolated structure.

highest occupied orbital energy	-6.9	eV
energy	-54262.7563	eV
orbital gap	0.238	hartree
LUMO energy	-0.014	Ha
molar mass	467.0	g/mol

Structure (XYZ):
```
44
Properties=species:S:1:pos:R:3:forces:R:3
Ca -0.1541 -0.3875 -0.0551 -0.375 0.282 -0.136
C 1.2158 2.3177 1.4190 -0.013 0.138 -0.116
C 1.1444 1.1520 2.4093 -0.191 0.008 0.036
N -0.1100 0.3961 2.2820 -0.073 0.067 -0.082
C -1.3370 1.0962 2.6710 0.098 0.011 0.114
C -2.4640 0.9847 1.6391 0.059 0.106 -0.015
N -2.0286 1.3259 0.2685 0.167 -0.004 0.108
C -1.5669 2.7202 0.0961 -0.189 -0.038 0.096
C -0.1920 2.8410 -0.5592 0.144 -0.027 -0.090
N 0.7995 1.9613 0.0559 -0.132 -0.196 0.178
H 0.5768 3.1331 1.7667 0.005 -0.009 0.021
H 2.2325 2.7169 1.4223 0.012 -0.015 0.050
H 1.9627 0.4504 2.2349 -0.012 -0.004 -0.064
H 1.2718 1.5594 3.4199 0.080 -0.026 0.009
H -0.0202 -0.5048 2.7381 0.000 0.004 0.024
H -1.7154 0.7263 3.6276 -0.050 -0.003 -0.014
H -1.1008 2.1479 2.8405 -0.002 0.005 -0.008
H -2.8504 -0.0381 1.6132 0.065 -0.024 0.000
H -3.2875 1.6264 1.9770 -0.019 -0.006 -0.009
H -2.7940 1.1290 -0.3635 -0.019 0.069 -0.010
H -2.2900 3.2875 -0.4939 0.044 0.036 -0.031
H -1.5455 3.2005 1.0752 0.003 0.017 -0.006
H -0.2543 2.5683 -1.6159 -0.052 -0.034 0.013
H 0.1063 3.8975 -0.5286 -0.023 0.012 0.000
H 1.5932 1.8081 -0.5547 0.021 0.043 0.006
O 4.7788 -4.0962 0.2150 0.130 -0.003 0.092
C 3.8067 -3.3968 0.1523 -0.317 -0.099 -0.288
C 2.5218 -3.5344 0.9699 0.290 0.401 0.048
O 2.3475 -4.2891 1.9000 -0.123 -0.170 0.005
C 1.6087 -2.4989 0.4682 0.089 -0.307 0.110
C 2.2099 -1.7540 -0.5587 0.152 0.057 -0.214
O 1.6604 -0.7546 -1.1885 0.204 -0.205 0.106
C 3.5911 -2.2127 -0.7916 -0.016 0.011 0.405
O 4.4212 -1.7170 -1.5171 0.021 -0.015 -0.155
O 0.4083 -2.2939 0.9486 0.095 0.076 -0.155
C -2.5839 -3.4065 0.7724 -0.051 -0.001 0.040
Te -1.7267 -2.9270 -1.1042 0.243 -0.139 -0.095
C -3.5551 -3.0162 -2.1813 -0.137 0.009 -0.024
H -3.0659 -4.3770 0.6919 -0.007 0.001 0.052
H -3.3073 -2.6481 1.0621 -0.022 -0.042 0.054
H -1.7547 -3.4493 1.4749 -0.006 0.003 -0.002
H -4.1868 -2.1580 -1.9706 -0.040 -0.021 -0.017
H -4.0664 -3.9366 -1.9091 -0.027 0.011 -0.030
H -3.3127 -3.0466 -3.2411 -0.028 0.023 -0.005
```
Positions in Å, forces in eV/Å.

Mulliken population analysis, charges in e, atoms 1 to 8: 1.259 -0.773 -0.875 -0.131 -0.777 -0.717 -0.218 -0.611